Entry 1:
Here is a 14-piece molecular cluster, C4H36N2O14S overall at a distorted geometry from OMol25. Energies are from ωB97M-V/def2-TZVPD.

Geometry (Å):
C: -0.27710 1.37948 -0.14760
N: 0.76144 1.04049 -1.25337
C: 1.96666 0.39136 -0.67099
O: 1.58233 -0.77945 0.06488
C: -0.78882 2.78146 -0.53699
C: -1.53695 3.38738 0.74072
S: -3.38153 3.16454 0.67201
N: -1.63294 2.65807 -1.74738
H: -0.94172 0.59275 -0.19801
H: 0.45497 1.55466 0.69109
H: 0.29362 0.42570 -1.95303
H: 2.64282 -0.08964 -1.42934
H: 2.39340 1.00990 0.15173
H: 0.06140 3.44019 -0.60296
H: -1.36951 4.45737 0.71851
H: -1.05444 3.06072 1.68156
H: -2.46775 3.27734 -1.48480
H: -1.92415 1.67642 -1.67632
H: 3.60139 1.67135 2.86306
H: 3.46514 2.18727 1.53413
O: 4.17339 2.01193 2.15760
H: -2.22452 -4.44277 0.61851
H: -1.74314 -3.41397 1.54388
O: -2.56031 -3.61590 1.06501
H: 0.39894 1.20103 -4.65922
H: 0.12788 -0.08818 -4.05017
O: -0.02178 0.35298 -4.88863
H: -2.68068 -1.21318 -3.20340
H: -2.12875 -1.75324 -1.90330
O: -2.67787 -2.02428 -2.68101
H: 4.17292 -2.63433 0.88657
H: 3.05341 -1.40688 0.65533
O: 3.89744 -1.73088 0.98659
H: -3.41961 -1.19550 1.13083
H: -3.05156 0.50926 1.01754
O: -2.97429 -0.38520 1.35758
H: 0.66589 -1.28691 -0.38634
H: -1.21554 -1.74032 0.05824
O: -0.58605 -1.63116 -0.66200
H: 1.42331 -4.45474 0.09972
H: 1.53744 -2.99701 -0.33221
O: 2.07629 -3.83155 -0.22375
H: 1.46193 1.68711 3.01324
H: 0.61951 3.00085 3.40079
O: 1.43810 2.52102 3.51330
H: -0.80415 -1.19139 3.26619
H: -2.17609 -0.87130 2.88883
O: -1.69799 -1.43058 3.54747
H: 1.39538 2.56142 -2.84764
H: -0.03117 2.60311 -2.90843
O: 0.71463 2.56223 -3.53703
H: -1.62504 -4.34173 -1.55352
H: -0.83591 -3.46805 -0.75813
O: -0.92375 -4.43622 -0.88027
H: 1.29811 0.04571 1.61147
H: 1.83484 -0.76449 2.63750
O: 1.24053 0.00577 2.60195

gap between HOMO and LUMO = 6.410 eV
energy above the lowest of the compared OMol25 structures with the same formula, charge and spin = 14.4 kcal per mole
DFT total energy = -47213.8406 eV
net charge = -2



Entry 2:
Here is C24H20F4In as an isolated structure at a distorted geometry from OMol25. Energies are from ωB97M-V/def2-TZVPD.

Geometry (Å):
In: 1.17078 1.69936 1.19623
F: 1.53044 1.92396 -1.70111
C: 1.82560 1.74571 -2.98245
C: 0.90855 1.14294 -3.84144
C: 1.17997 0.97481 -5.20717
C: 2.40151 1.48278 -5.66637
C: 3.22982 2.21499 -4.82502
C: 2.91947 2.36911 -3.49042
H: -0.04015 0.77062 -3.48405
H: 0.45135 0.50881 -5.85398
H: 2.67674 1.27960 -6.69076
H: 4.12652 2.70416 -5.17580
H: 3.55526 3.02735 -2.91693
F: -1.14477 2.12527 -0.34506
C: -2.03985 2.42295 -1.34389
C: -2.11179 3.67746 -1.91083
C: -3.06848 3.99401 -2.84344
C: -4.00386 3.07774 -3.26275
C: -3.83254 1.74000 -2.89087
C: -2.81216 1.43348 -1.94865
H: -1.54481 4.50219 -1.50492
H: -3.10843 5.00332 -3.22566
H: -4.71436 3.36958 -4.02198
H: -4.43342 0.89472 -3.19228
H: -2.69028 0.43229 -1.56243
F: 2.55528 -0.63377 2.04331
C: 2.97479 -1.79037 2.57451
C: 2.75090 -1.99662 3.95156
C: 3.14306 -3.23533 4.51501
C: 3.65287 -4.25902 3.68096
C: 3.83366 -4.03539 2.32977
C: 3.52412 -2.78904 1.79466
H: 2.29184 -1.22177 4.54761
H: 3.06059 -3.50127 5.55851
H: 3.76615 -5.18997 4.21660
H: 4.24410 -4.79938 1.68614
H: 3.68855 -2.62425 0.74004
F: -1.35826 0.29988 1.72790
C: -1.97865 -0.59559 2.51701
C: -2.79919 -0.17259 3.54293
C: -3.24031 -1.11356 4.49279
C: -3.00375 -2.48976 4.32692
C: -2.36894 -2.91393 3.20895
C: -1.87766 -1.96782 2.25491
H: -2.96800 0.87861 3.72429
H: -3.80774 -0.81199 5.36083
H: -3.20645 -3.16625 5.14403
H: -2.10169 -3.96034 3.20785
H: -1.20634 -2.42756 1.54472

gap between HOMO and LUMO (alpha / beta) = 6.447 / 1.958 eV
energy above the lowest of the compared OMol25 structures with the same formula, charge and spin = 0.0 kcal per mole
DFT total energy = -41237.2285 eV
net charge = +2
spin multiplicity = 2



Entry 3:
Here is a 2-piece molecular cluster, CH9N5 overall at a distorted geometry from OMol25. Energies are from ωB97M-V/def2-TZVPD.

Geometry (Å):
H: 1.79919 -2.46443 -0.47750
N: 0.80783 -2.41289 -0.24580
C: 0.27093 -1.29980 -0.52246
N: 0.95159 -0.14392 -0.98148
N: 0.28862 0.96020 -1.58055
H: -0.80288 -1.17023 -0.42776
H: 1.87918 -0.28149 -1.36828
H: -0.12774 1.47454 -0.79923
H: -0.47880 0.64206 -2.16933
N: -0.08441 0.82462 1.39109
N: -1.48185 0.75527 1.09865
H: 0.09452 0.93881 2.39058
H: 0.76904 0.35162 0.78028
H: -1.99452 0.14257 1.73416
H: -1.89069 1.68308 1.17760

gap between HOMO and LUMO = 10.110 eV
energy above the lowest of the compared OMol25 structures with the same formula, charge and spin = 33.1 kcal per mole
DFT total energy = -8630.5117 eV
net charge = 0



Entry 4:
Here is a 11-piece molecular cluster, C21H64N6O11 overall at a distorted geometry from OMol25. Energies are from ωB97M-V/def2-TZVPD.

Geometry (Å):
N: 0.01394 -4.59241 -0.57076
C: 0.95153 -3.91400 0.07714
N: 0.87922 -3.88824 1.38599
O: 1.92168 -3.19388 -0.68156
H: 0.24032 -4.85554 -1.55802
H: -0.82670 -5.06506 -0.18350
H: 1.63415 -3.35821 1.95708
H: 0.18168 -4.37145 1.92214
N: 2.85920 -1.09278 0.45035
C: 4.11299 -0.77039 0.32560
N: 4.32384 0.51431 0.50928
O: 5.10579 -1.60084 -0.06538
H: 2.63781 -2.05340 0.12600
H: 2.02966 -0.46732 0.41832
H: 5.31557 0.80015 0.48985
H: 3.55959 1.16037 0.71420
N: 1.25962 3.31582 -2.60319
C: 0.19965 3.28782 -1.85500
N: 0.49020 3.24186 -0.61991
O: -1.05907 3.48431 -2.35169
H: 1.22924 3.58936 -3.60053
H: 1.99348 2.63427 -2.35130
H: -0.24258 3.48368 0.09464
H: 1.44717 3.46170 -0.19467
C: -0.65050 0.56383 3.05110
C: 0.38227 -0.50182 3.22994
C: 1.20312 -0.30942 4.50156
O: -0.04073 -1.69560 3.18536
H: -1.37460 0.65586 3.86538
H: -1.33584 0.26953 2.20264
H: -0.23116 1.59458 2.93655
H: 1.23983 -0.44316 2.53540
H: 0.60672 -0.24621 5.39020
H: 1.75632 0.57574 4.56071
H: 1.88471 -1.16323 4.69847
H: -0.70488 -1.79016 3.88340
C: -5.10747 -3.55115 1.74918
C: -4.33758 -2.67669 0.84785
C: -2.84455 -2.54670 1.19715
O: -4.29109 -3.09865 -0.29883
H: -5.25393 -3.07286 2.72798
H: -4.63850 -4.49604 1.93789
H: -6.09625 -3.74228 1.33199
H: -4.82967 -1.72635 0.66693
H: -2.34889 -3.49727 1.24133
H: -2.78767 -2.14402 2.18090
H: -2.31425 -1.89760 0.51269
H: -3.64637 -3.83046 -0.33770
C: -2.79857 1.40551 0.01437
C: -3.81135 1.93031 1.09235
C: -4.46781 0.89767 1.95008
O: -3.34728 2.75114 1.90263
H: -2.30559 0.51488 0.39669
H: -1.95155 2.07152 -0.02680
H: -3.13954 1.13406 -1.03013
H: -4.58359 2.52046 0.62316
H: -5.20425 0.51563 1.32641
H: -5.17369 1.31668 2.63964
H: -3.88003 0.14738 2.42233
H: -2.42216 2.93274 1.79450
C: 4.18494 1.62433 3.46030
C: 3.93159 2.75177 2.49729
C: 2.44459 2.86259 2.25456
O: 4.27921 3.84494 2.90632
H: 3.53460 0.74725 3.26968
H: 3.86680 1.96226 4.44253
H: 5.18784 1.22763 3.48593
H: 4.52748 2.69065 1.59221
H: 2.19662 3.49117 1.41602
H: 1.92722 3.14611 3.21893
H: 2.12746 1.87764 2.00196
H: 5.18213 3.96620 2.57383
C: -1.52794 1.91425 -5.70316
C: -1.15481 0.66590 -4.95837
C: -0.04099 -0.05527 -5.73656
O: -0.72948 0.89074 -3.76897
H: -1.94849 1.73559 -6.66952
H: -0.64521 2.51320 -5.74606
H: -2.18767 2.49114 -5.05585
H: -1.99242 0.00264 -4.80208
H: 0.80281 0.55058 -5.96646
H: -0.34355 -0.37434 -6.71015
H: 0.40412 -0.91852 -5.20555
H: -0.88859 1.80471 -3.58477
C: 2.50082 0.48943 -2.85113
O: 2.94146 1.43895 -1.92137
H: 2.03686 -0.41685 -2.42303
H: 3.25068 0.05425 -3.49838
H: 1.71590 0.93780 -3.51849
H: 3.53524 1.12567 -1.20219
C: -0.27178 -2.22377 -2.75999
O: -1.10684 -2.54857 -1.68612
H: 0.09995 -1.19448 -2.95890
H: -0.73659 -2.55546 -3.69795
H: 0.63760 -2.85548 -2.68757
H: -0.65305 -3.23010 -1.15650
C: 0.06572 -0.23210 -0.23621
O: 1.02881 0.69132 0.17669
H: 0.58932 -1.01608 -0.72670
H: -0.53522 0.13374 -1.05576
H: -0.46253 -0.61103 0.60526
H: 0.81378 1.48158 -0.35211

gap between HOMO and LUMO = 8.632 eV
energy above the lowest of the compared OMol25 structures with the same formula, charge and spin = 246.0 kcal per mole
DFT total energy = -54269.3289 eV
net charge = 0



Entry 5:
Here is a 4-piece molecular cluster, C4H15NO4S overall at a distorted geometry from OMol25. Energies are from ωB97M-V/def2-TZVPD.

Geometry (Å):
C: 1.26473 0.36642 -1.22010
C: 0.09534 -0.59713 -1.71136
C: -0.47641 -0.20834 -3.10171
S: 0.42098 -1.19299 -4.35511
N: -0.96224 -0.87905 -0.69521
C: -0.39414 -1.25233 0.70754
O: -0.47792 -0.17843 1.50202
H: 2.08752 0.40871 -1.95391
H: 1.52533 -0.04129 -0.25702
H: 0.80973 1.31319 -1.26563
H: 0.71291 -1.50900 -1.80161
H: -1.62259 -0.23438 -3.03035
H: -0.09854 0.86143 -3.16118
H: -1.52246 -0.05172 -0.59215
H: -1.25784 -1.96348 1.07955
H: 0.63401 -1.77001 0.73167
H: -1.95804 1.60171 0.38193
H: -1.78380 0.87710 1.43299
O: -2.32149 1.68957 1.26481
H: 1.19864 0.20836 3.59818
H: 0.28836 -0.84784 3.02881
O: 0.67261 -0.54702 3.85201
H: 0.69773 0.51524 1.90657
H: 1.11210 1.96876 1.50807
O: 1.35547 1.46251 2.15119

gap between HOMO and LUMO = 5.931 eV
energy above the lowest of the compared OMol25 structures with the same formula, charge and spin = 44.9 kcal per mole
DFT total energy = -24904.4929 eV
net charge = -2



Entry 6:
Here is one molecule with the formula C15H23N5O3 at a distorted geometry from OMol25. Energies are from ωB97M-V/def2-TZVPD.

Geometry (Å):
H: 7.05647 0.53837 -0.41192
N: 6.01526 0.95934 -0.29244
C: 5.28649 -0.07971 -0.11627
N: 5.71936 -1.40289 0.05371
N: 3.97303 -0.05127 -0.28096
C: 3.30582 1.21006 -0.10866
C: 1.80934 0.95047 -0.23649
C: 1.13011 0.36234 0.98908
C: 0.68563 -1.22981 0.99458
N: 1.78740 -2.12253 0.65332
C: -0.54042 -1.38083 0.06761
O: -0.40866 -2.03834 -0.97123
N: -1.64402 -0.88392 0.76880
C: -3.01238 -0.98628 0.25849
C: -3.02019 0.06706 -0.63748
C: -2.56040 1.42934 -0.22453
C: -3.24115 2.32744 0.56423
C: -3.05546 3.82112 0.44855
C: -1.68522 4.18637 0.00238
C: -0.85299 3.23406 -0.60691
C: -1.33532 1.89622 -0.65607
C: -3.43032 -2.50361 -0.11400
O: -4.32324 -3.01508 0.74867
O: -2.92556 -3.02240 -1.37884
H: 6.58378 -1.54123 0.76469
H: 4.90233 -2.24396 -0.02160
H: 3.41992 -0.74225 0.26341
H: 3.24799 1.68294 1.03423
H: 3.51072 1.94273 -0.88573
H: 1.65211 0.10250 -0.96614
H: 1.48481 2.01547 -0.63978
H: 1.68702 0.46025 1.96913
H: 0.02433 0.74782 1.19681
H: 0.53257 -1.37643 1.99833
H: 1.51463 -2.95371 1.12949
H: 1.75717 -2.31196 -0.42185
H: -1.50613 -0.00710 1.50588
H: -3.85377 -0.76679 1.04943
H: -4.10345 0.21951 -1.10139
H: -2.54624 -0.29217 -1.58460
H: -4.13653 1.83164 0.79855
H: -3.57591 4.68647 0.91953
H: -1.62950 5.30305 -0.01218
H: 0.01045 3.64454 -1.18542
H: -0.75177 1.22401 -1.36726
H: -1.87983 -2.87374 -1.28435

gap between HOMO and LUMO = 8.927 eV
energy above the lowest of the compared OMol25 structures with the same formula, charge and spin = 193.5 kcal per mole
DFT total energy = -29514.6391 eV
net charge = 0



Q: The highest energy above the lowest of the compared OMol25 structures with the same formula, charge and spin belongs to which entry?
A: C21H64N6O11



Q: What is the energy above the lowest of the compared OMol25 structures with the same formula, charge and spin in the fifth record?
A: 44.9 kcal per mole



Please write out number 5 again, unchanged.
Here is a 4-piece molecular cluster, C4H15NO4S overall at a distorted geometry from OMol25. Energies are from ωB97M-V/def2-TZVPD.

Geometry (Å):
C: 1.26473 0.36642 -1.22010
C: 0.09534 -0.59713 -1.71136
C: -0.47641 -0.20834 -3.10171
S: 0.42098 -1.19299 -4.35511
N: -0.96224 -0.87905 -0.69521
C: -0.39414 -1.25233 0.70754
O: -0.47792 -0.17843 1.50202
H: 2.08752 0.40871 -1.95391
H: 1.52533 -0.04129 -0.25702
H: 0.80973 1.31319 -1.26563
H: 0.71291 -1.50900 -1.80161
H: -1.62259 -0.23438 -3.03035
H: -0.09854 0.86143 -3.16118
H: -1.52246 -0.05172 -0.59215
H: -1.25784 -1.96348 1.07955
H: 0.63401 -1.77001 0.73167
H: -1.95804 1.60171 0.38193
H: -1.78380 0.87710 1.43299
O: -2.32149 1.68957 1.26481
H: 1.19864 0.20836 3.59818
H: 0.28836 -0.84784 3.02881
O: 0.67261 -0.54702 3.85201
H: 0.69773 0.51524 1.90657
H: 1.11210 1.96876 1.50807
O: 1.35547 1.46251 2.15119

gap between HOMO and LUMO = 5.931 eV
energy above the lowest of the compared OMol25 structures with the same formula, charge and spin = 44.9 kcal per mole
DFT total energy = -24904.4929 eV
net charge = -2